Entry 1:
16
Properties=species:S:1:pos:R:3:forces:R:3:lowdin_charge:R:1 method="wB97M-V/def2-TZVPD" s_squared=0.759 e_tot_ev=-8855.535 de_lowest_kcal_mol=6.5 spin_multiplicity=2 homo_lumo_gap_ev="6.566 / 8.927"
O -0.499180 1.764319 -0.472294 0.0 0.3 -0.1 -0.059
O -2.784569 -0.087707 0.556561 -0.8 0.3 -0.4 -0.065
N 1.806072 -0.313852 -0.597466 0.1 0.7 -0.1 -0.099
C 0.613486 -1.003218 1.364228 0.4 -0.8 0.0 -0.012
C 1.738744 -0.608377 0.754612 -1.0 0.5 -0.1 -0.241
C 0.828508 -0.573587 -1.530876 0.3 -0.2 0.2 -0.051
H -0.570860 2.690909 -0.722040 0.0 0.0 0.1 0.039
H -0.342081 -1.040296 0.864306 0.0 -0.1 -0.2 0.024
H 0.732368 0.150396 -2.316178 -0.1 -0.2 -0.2 0.043
H 0.287934 -1.502858 -1.481152 -0.1 0.1 0.0 0.052
H -0.909885 1.688190 0.395082 0.0 -0.1 0.0 0.027
H -3.238203 -0.622645 -0.111164 0.4 -0.2 0.2 0.046
H 0.696686 -1.497154 2.319108 -0.2 0.4 0.4 0.038
H -3.275262 0.742633 0.446420 0.3 -0.1 0.3 0.042
H 2.608298 -0.323795 1.326358 0.4 -0.5 -0.1 0.098
H 2.307949 0.537045 -0.795502 0.2 -0.1 0.0 0.119


Entry 2:
16
Properties=species:S:1:pos:R:3:forces:R:3:lowdin_charge:R:1 method="wB97M-V/def2-TZVPD" e_tot_ev=-8850.415 total_charge=+1 de_lowest_kcal_mol=44.4 homo_lumo_gap_ev=9.724
O -0.435668 -2.239846 -0.640050 0.4 -0.8 -0.8 -0.051
O 0.793077 -1.310530 1.772066 -0.1 0.1 0.3 -0.060
N -0.115696 1.055049 0.514533 1.9 0.1 0.3 0.056
C 1.157017 1.218699 0.512243 -0.4 0.0 -0.5 0.181
C -0.609202 1.552540 -1.830714 -0.4 -0.4 0.7 0.102
C -0.917459 1.004076 -0.664764 -0.4 -0.3 0.4 -0.141
H 1.726971 1.385771 1.414283 -0.2 -0.4 0.2 0.129
H -0.451182 0.807464 1.442573 -0.8 0.2 -0.1 0.170
H -1.333782 -2.345322 -0.951480 -0.7 0.3 0.2 0.052
H -1.836782 0.478271 -0.457810 -0.1 0.1 -0.3 0.124
H 0.299420 2.096163 -2.034308 0.0 0.1 -0.1 0.082
H 1.642081 1.196823 -0.447904 0.3 0.3 -0.2 0.120
H 0.300439 -1.809959 1.107868 0.0 -0.1 -0.3 0.000
H -1.375605 1.425425 -2.579902 0.3 0.1 -0.4 0.087
H -0.026087 -2.935651 -1.196130 0.3 0.5 0.6 0.085
H 0.931924 -1.943866 2.485844 0.1 0.1 0.0 0.064


Entry 3:
16
Properties=species:S:1:pos:R:3:forces:R:3:lowdin_charge:R:1 method="wB97M-V/def2-TZVPD" e_tot_ev=-8851.351 total_charge=+1 de_lowest_kcal_mol=22.8 homo_lumo_gap_ev=10.900
O 2.415001 -0.809301 1.712683 -0.1 -0.2 0.0 -0.035
O -2.030429 -1.736794 -0.755335 0.3 -0.4 0.3 0.122
N 0.503420 -0.496834 -0.252222 -0.2 -0.2 1.8 0.215
C -1.837578 -0.571112 -0.909818 0.1 0.2 -0.2 -0.198
C -0.802507 0.211618 -0.090242 -1.0 1.0 -0.4 -0.296
C -0.704907 1.676283 -0.484020 0.7 -0.1 -0.1 -0.030
H 0.279552 -1.450806 0.021836 0.2 -0.6 -0.5 0.156
H 2.188438 -1.428366 2.423403 0.1 0.2 -0.1 0.083
H 1.230492 -0.250328 0.472711 -0.2 0.1 -0.5 0.128
H 3.338937 -0.985659 1.498569 0.0 0.1 0.1 0.079
H -2.355623 -0.001751 -1.681113 -0.4 0.3 -0.2 0.138
H -1.163887 0.165503 0.941857 0.6 -0.4 0.1 0.170
H -0.792770 1.824362 -1.561229 0.2 0.0 0.0 0.093
H -1.440752 2.320298 -0.012580 -0.2 -0.3 0.2 0.100
H 0.895305 -0.476582 -1.186866 0.0 0.1 -0.3 0.182
H 0.277311 2.009466 -0.137628 -0.1 0.4 -0.2 0.093


Entry 4:
16
Properties=species:S:1:pos:R:3:forces:R:3:lowdin_charge:R:1 method="wB97M-V/def2-TZVPD" e_tot_ev=-8851.644 total_charge=+1 de_lowest_kcal_mol=16.1 homo_lumo_gap_ev=12.087
O -3.206425 -1.173170 1.001621 -0.4 -0.1 0.7 0.154
O -1.376390 -1.124901 -0.175738 1.1 0.2 0.1 0.037
N 1.057995 0.107525 -0.261576 1.9 -0.5 -1.7 -0.048
C -2.571663 -1.198588 -0.135435 0.3 0.0 -0.3 -0.364
C 2.351488 0.103956 0.473538 0.4 -0.6 1.3 -0.003
C 0.391256 1.432603 -0.386825 -0.4 -0.4 1.0 0.018
H -3.098598 -1.252719 -1.070434 -1.0 -0.2 -0.4 0.148
H 1.411797 -0.181652 -1.170826 -0.4 0.4 -0.7 0.169
H -0.666793 1.227398 -0.450199 -0.2 0.1 -0.4 0.085
H 0.433187 -0.691407 -0.121934 -0.6 0.3 1.2 0.124
H 0.784252 1.989759 -1.225753 0.0 0.0 0.0 0.110
H -4.149893 -1.375858 0.946328 0.0 0.1 -0.2 0.140
H 3.150373 0.602388 -0.070294 -0.4 0.5 -0.1 0.110
H 2.725661 -0.908399 0.608207 -0.4 -0.3 -0.2 0.106
H 0.536551 1.944890 0.560573 0.2 0.2 -0.1 0.107
H 2.227202 0.498174 1.478745 -0.1 0.3 -0.1 0.106


Entry 5:
18
Properties=species:S:1:pos:R:3:forces:R:3:lowdin_charge:R:1 method="wB97M-V/def2-TZVPD" e_tot_ev=-28983.600 smiles="CCN[P@@](O)(=S)OC" de_lowest_kcal_mol=0.9 homo_lumo_gap_ev=9.571
S -1.874588 -1.628840 0.769848 0.5 0.9 -0.2 0.240
P -1.028987 -0.256357 -0.353280 0.6 -1.5 0.0 0.102
O -1.758594 1.112890 -0.498856 -0.9 2.4 1.1 -0.306
O -1.022740 -0.703840 -1.874951 -0.4 -1.2 -1.0 -0.199
N 0.619441 0.151937 -0.173723 -1.9 0.1 1.1 -0.144
C -2.446745 1.823108 0.606049 0.2 -0.7 -0.2 -0.071
C 2.938268 -0.581498 -0.037650 -4.1 0.8 -0.8 -0.061
C 1.489776 -0.977343 0.199884 -0.3 0.3 -2.1 -0.308
H -1.547576 -1.516876 -2.081041 0.5 1.1 0.6 0.094
H 1.060999 -1.671520 -0.543526 1.1 -0.7 0.5 0.100
H 1.442812 -1.415182 1.175061 -0.8 0.0 0.8 0.097
H 0.638570 1.002502 0.372400 0.6 0.1 0.3 0.091
H -3.471851 1.937130 0.359986 -1.1 -0.6 -0.7 0.063
H -2.414125 1.160880 1.487004 0.3 0.8 -0.1 0.061
H 3.495156 -1.372152 0.175437 2.9 -3.3 0.2 0.034
H 3.118749 0.129042 0.663847 0.9 2.3 2.3 0.045
H 2.978351 -0.097407 -0.957613 0.7 0.3 -1.9 0.068
H -2.216908 2.903524 0.711131 1.2 -1.0 0.1 0.095


Entry 6:
17
Properties=species:S:1:pos:R:3:forces:R:3:lowdin_charge:R:1 method="wB97M-V/def2-TZVPD" e_tot_ev=-19691.004 total_charge=-1 de_lowest_kcal_mol=70.9 homo_lumo_gap_ev=5.665
S 3.374060 -0.521644 0.317921 0.5 -2.1 3.9 0.562
O -1.861943 2.068394 0.696547 0.0 0.4 -0.3 -0.151
O -2.083800 -0.501017 0.698993 0.4 0.1 -0.6 -0.314
N -0.397492 -0.041504 -0.957470 -0.2 0.4 0.4 -0.070
C 2.085560 0.090625 -0.576181 -2.5 2.6 0.3 -0.774
C 0.731333 -0.508627 -0.190992 -0.5 -0.4 0.2 -0.406
C -1.625773 -0.801777 -0.537752 0.3 -1.6 0.2 -0.499
H -0.649819 0.891238 -0.600189 0.6 -0.1 -0.5 0.068
H -1.978966 1.057342 0.724588 -0.3 -0.5 0.2 -0.034
H 2.151586 -0.834843 1.991965 2.0 0.6 -2.9 0.150
H 0.725512 -1.610311 -0.200920 0.3 0.2 -0.3 0.100
H -1.712272 2.306527 1.608365 0.1 0.1 0.3 -0.003
H -2.381038 -0.615962 -1.341474 0.3 -0.2 0.1 0.084
H 2.183988 0.027687 -1.641970 0.4 -0.1 -0.6 0.068
H 0.662148 -0.250085 0.870903 -0.2 0.0 0.5 0.049
H -1.238969 -1.917258 -0.627162 -0.9 1.3 -0.1 0.100
H 2.015877 1.161213 -0.235175 -0.2 -0.6 -1.1 0.071


Entry 7:
17
Properties=species:S:1:pos:R:3:forces:R:3:lowdin_charge:R:1 method="wB97M-V/def2-TZVPD" e_tot_ev=-10898.971 total_charge=+1 de_lowest_kcal_mol=34.4 homo_lumo_gap_ev=12.495
O 0.471372 -2.851308 -1.067263 2.4 0.4 -1.0 0.096
O 1.865011 -1.039795 -1.025258 1.2 0.1 -0.7 0.133
O -1.935862 1.624943 -1.209569 0.3 -3.2 -2.3 -0.043
N 0.304101 0.427923 0.242508 0.2 -1.3 0.5 -0.023
C 0.348425 1.195872 1.506195 0.2 3.0 -0.6 -0.027
C 0.969246 -1.671541 -0.570623 -2.0 -2.4 -0.6 -0.493
C 0.150852 -1.094947 0.592888 -1.5 0.7 -2.0 0.021
H -0.665357 1.405222 1.921046 0.8 -0.8 -0.3 0.116
H -2.363889 2.443023 -1.165204 -1.0 2.1 0.3 0.025
H 0.530751 -1.454865 1.565933 0.1 0.9 -0.4 0.150
H 0.683885 2.213907 1.123282 -0.1 -1.0 1.1 0.124
H -0.970002 -1.290432 0.542952 1.6 -0.1 0.0 0.166
H 1.066880 0.775143 2.246254 -0.7 0.3 -0.8 0.117
H 1.089449 -3.221675 -1.833344 -1.6 1.3 2.2 0.209
H 1.181607 0.531711 -0.364344 -0.8 -0.4 1.4 0.174
H -2.281655 1.228340 -2.083328 0.8 0.8 2.0 0.124
H -0.444820 0.778473 -0.422129 0.0 -0.4 1.1 0.132


Entry 8:
17
Properties=species:S:1:pos:R:3:forces:R:3:lowdin_charge:R:1 method="wB97M-V/def2-TZVPD" e_tot_ev=-10898.223 total_charge=+1 de_lowest_kcal_mol=51.7 homo_lumo_gap_ev=10.994
O 2.637966 0.470245 -0.544106 0.5 1.0 -0.5 0.092
O -1.213040 -0.093196 -2.280589 0.5 -0.8 -0.7 -0.043
O -0.959018 0.210940 2.621371 0.0 0.3 0.5 -0.044
N 0.696817 -0.696672 0.691187 2.3 1.2 0.4 0.196
C -0.990781 0.152273 -0.923268 1.7 0.7 -1.3 -0.194
C 1.641536 0.589721 -1.206512 -0.8 -1.6 1.0 -0.120
C 0.502030 -0.354404 -0.762352 -2.9 0.0 0.6 -0.183
H 1.443772 1.208200 -2.092975 0.4 0.1 0.1 0.158
H -0.997390 1.248989 -0.792448 -0.3 -0.4 0.7 0.138
H 0.406479 -1.594079 1.071779 -0.2 -0.1 -0.5 0.178
H -0.417886 0.777380 3.181888 0.1 0.2 0.2 0.068
H 1.725572 -0.595096 0.751510 0.3 -0.7 0.1 0.146
H 0.429652 0.013618 1.395465 -0.9 -0.3 -0.8 0.125
H -1.645229 -0.403877 -0.261219 -0.2 0.1 0.2 0.122
H 0.560746 -1.302657 -1.301964 0.1 0.2 -0.2 0.169
H -2.039663 0.184450 -2.673448 -0.4 0.3 0.4 0.110
H -1.781562 0.184167 3.125685 -0.2 -0.2 -0.2 0.079


Entry 9:
18
Properties=species:S:1:pos:R:3:forces:R:3:lowdin_charge:R:1 method="wB97M-V/def2-TZVPD" s_squared=0.753 e_tot_ev=-21740.094 de_lowest_kcal_mol=0.0 spin_multiplicity=2 homo_lumo_gap_ev="10.438 / 7.066"
S 1.527602 0.207231 -1.026682 -0.1 -0.2 0.1 0.709
O -1.905753 -0.657973 0.611944 -0.1 0.2 0.1 0.051
O 0.200547 3.141441 -0.615731 0.3 0.0 -0.2 -0.082
O 0.217523 1.628247 2.384751 0.0 -0.4 0.0 -0.059
N -0.363258 -2.031525 1.507367 -0.2 0.3 0.2 0.170
C -0.038711 -0.428249 -1.636617 0.8 -1.2 0.3 -0.594
C -0.527970 -1.737337 -0.957752 0.2 1.6 0.0 -0.177
C -0.972248 -1.418897 0.450637 0.2 -0.4 -0.1 -0.584
H -0.804036 0.334190 -1.620493 -0.2 0.1 -0.3 0.063
H -0.759248 -1.717539 2.382807 0.3 -0.1 0.1 0.111
H 0.225680 -2.500205 -1.129930 -0.2 -0.2 0.4 0.111
H 1.027623 2.674151 -0.792073 0.1 0.3 0.1 -0.044
H 0.843531 0.895776 2.402732 0.1 0.1 0.1 0.019
H 0.619691 -2.248999 1.499017 -0.1 -0.2 -0.2 0.102
H -0.435464 2.463243 -0.840042 -0.5 0.0 0.0 -0.004
H -0.580293 1.216495 2.028656 -0.1 0.2 0.0 0.017
H 0.205292 -0.791043 -2.640990 -0.1 0.7 -0.3 0.076
H -1.449726 -1.907360 -1.485766 -0.4 -0.8 -0.2 0.116


Entry 10:
18
Properties=species:S:1:pos:R:3:forces:R:3:lowdin_charge:R:1 method="wB97M-V/def2-TZVPD" e_tot_ev=-12953.819 total_charge=-1 de_lowest_kcal_mol=57.5 homo_lumo_gap_ev=7.841
O -1.863293 0.210519 -1.313796 0.1 2.1 0.5 -0.118
O -0.815704 -1.059514 2.914867 1.1 1.5 0.3 -0.074
O 0.663328 0.132499 -1.575458 -0.5 -1.0 -1.2 -0.331
O 0.536977 -2.466576 -2.054998 -0.1 1.7 -1.0 -0.147
N -0.652671 0.545952 1.320026 -1.5 -1.6 1.8 -0.019
C 1.210411 0.488454 -0.401666 -2.1 2.1 0.4 -0.366
C -0.214832 -0.042711 2.508807 -2.9 -1.7 -2.1 -0.321
C 0.099957 1.349276 0.447730 1.8 -0.1 -0.6 -0.211
H 1.885026 1.311183 -0.631374 1.5 -0.2 0.6 0.078
H -0.861930 0.298410 -1.496829 0.1 -0.3 0.0 -0.016
H 0.765892 -2.702577 -1.180894 0.3 -0.9 1.5 -0.034
H 0.511542 2.049173 1.181236 0.8 0.8 -0.9 0.094
H 0.625168 0.361826 3.080204 0.2 0.4 -0.4 0.119
H -2.024244 -0.659889 -1.578930 -0.5 -2.1 -0.6 -0.014
H 1.530826 -0.384416 0.200987 0.5 0.5 0.2 0.102
H -0.522597 1.823563 -0.365057 0.6 -0.2 1.4 0.121
H 0.636812 -1.434063 -1.930161 -0.3 -0.7 -0.4 0.009
H -1.510664 0.178889 0.875299 0.8 -0.4 0.6 0.128


Entry 11:
18
Properties=species:S:1:pos:R:3:forces:R:3:lowdin_charge:R:1 method="wB97M-V/def2-TZVPD" s_squared=0.756 e_tot_ev=-12951.464 de_lowest_kcal_mol=0.0 spin_multiplicity=2 homo_lumo_gap_ev="10.620 / 7.639"
O 1.988355 -0.681258 1.869436 -0.4 -0.5 0.3 -0.078
O -0.220948 0.183341 -1.569285 -0.2 0.5 0.2 0.100
O -0.365115 -0.945658 0.390276 -0.4 0.6 0.1 0.080
O 5.840027 -0.571349 0.563727 -0.3 -0.3 -0.2 -0.070
N -2.690012 1.233011 -0.773566 0.3 -0.7 -0.4 -0.039
C -1.687857 1.017756 0.160616 -1.3 1.1 0.8 -0.093
C -3.700262 0.175372 -0.911021 1.2 0.0 0.6 -0.046
C -0.562437 -0.049997 -0.430794 0.8 -1.8 -1.0 -0.611
H -4.402810 0.461313 -1.682622 -0.3 -0.2 0.2 0.092
H -2.126329 0.614374 1.068668 0.3 -0.1 0.1 0.124
H -3.169261 -0.741847 -1.160275 -0.1 -0.2 -0.6 0.093
H -4.078055 -0.061874 0.078600 -0.7 0.4 0.0 0.091
H -1.079044 1.903085 0.357089 0.1 -0.1 -0.1 0.142
H 5.153864 -0.602729 -0.118881 0.2 0.2 0.2 0.036
H 1.208720 -0.734351 1.290843 0.3 0.1 0.0 -0.022
H 1.779127 -1.382170 2.508626 0.3 0.4 -0.1 0.037
H 5.668893 -1.379903 1.061381 0.1 0.2 0.1 0.031
H -2.307514 1.455502 -1.685123 0.1 0.4 0.0 0.132


Entry 12:
23
Properties=species:S:1:pos:R:3:forces:R:3:lowdin_charge:R:1 method="wB97M-V/def2-TZVPD" e_tot_ev=-37668.925 total_charge=-1 homo_lumo_gap_ev=6.838
P -1.548105 -0.008424 0.550505 1.5 -1.0 3.0 0.601
P -0.536712 -2.085115 0.440684 0.9 0.4 2.3 0.632
O -2.116770 0.216294 -0.807052 -0.7 1.0 -2.4 -0.544
O -1.056156 -2.576624 -0.835598 -0.8 -1.0 -2.2 -0.581
O -1.924007 2.916579 0.604871 2.1 -1.5 -2.5 -0.189
O 0.649377 1.317926 -0.290272 0.5 1.6 -1.0 -0.017
O -0.028476 0.657676 -2.690940 0.0 0.3 -0.5 -0.103
O -3.229646 2.631986 0.073256 -0.1 0.6 0.1 -0.145
O 0.300523 -0.721040 -2.465451 0.9 0.6 -0.6 -0.124
N 1.473504 -1.551037 -0.078805 -0.1 -0.9 -1.1 -0.137
C 2.041573 -0.885359 1.089322 -1.2 0.6 2.1 -0.247
C 1.024042 0.171487 1.693266 -2.1 -2.8 2.5 -0.219
C 0.168925 0.660125 0.600555 -1.0 -0.6 0.1 -0.708
H 1.475140 -1.153029 -1.115522 0.0 -0.1 2.5 0.143
H -0.521569 -0.937699 -2.050870 -1.3 -1.7 0.6 0.003
H 2.758478 -0.198865 0.808827 2.3 0.9 -0.9 0.071
H 2.480177 -1.591461 1.903524 -1.0 1.0 -1.7 0.141
H -1.253802 2.467731 -0.119684 -2.2 1.7 2.3 0.117
H -3.195363 1.674687 -0.090143 0.2 -0.2 -0.2 0.002
H 1.503764 0.921219 2.289270 0.6 0.6 -0.1 0.097
H -0.583367 0.799762 -1.890145 0.1 0.5 -0.4 0.027
H 0.217801 -0.256845 2.444259 1.7 0.2 -1.1 0.102
H 1.900669 -2.469972 -0.063856 -0.2 -0.1 -0.6 0.079